Entry 1:
This record from OMol25 describes a structure of composition C20H30N2O8P2RuS3. The level of theory is ωB97M-V/def2-TZVPD.

Atoms and positions in Å:
Ru1 -0.131 -0.628 0.505
C1 3.022 1.109 0.830
N1 2.441 -0.118 0.256
C2 2.447 0.022 -1.212
C3 1.562 -0.996 -1.895
N2 0.127 -0.722 -1.619
C4 -0.236 0.568 -2.288
C5 -0.731 -1.773 -2.193
C6 -0.568 -2.153 -3.521
C7 -1.408 -3.085 -4.105
C8 -2.436 -3.637 -3.350
C9 -2.607 -3.257 -2.034
C10 -1.762 -2.319 -1.428
S1 -2.011 -1.895 0.255
C11 3.214 -1.299 0.611
C12 4.608 -1.266 0.634
C13 5.354 -2.397 0.916
C14 4.702 -3.598 1.171
C15 3.324 -3.644 1.142
C16 2.560 -2.502 0.868
S2 0.820 -2.668 0.911
H1 4.055 1.263 0.502
H2 2.985 1.060 1.914
H3 2.445 1.961 0.489
H4 3.469 -0.087 -1.600
H5 2.119 1.035 -1.443
H6 1.782 -2.006 -1.554
H7 1.747 -0.945 -2.972
H8 0.192 0.574 -3.296
H9 0.121 1.419 -1.713
H10 -1.316 0.634 -2.358
H11 0.222 -1.712 -4.116
H12 -1.260 -3.375 -5.137
H13 -3.103 -4.370 -3.788
H14 -3.400 -3.691 -1.437
H15 5.130 -0.342 0.430
H16 6.435 -2.339 0.936
H17 5.269 -4.493 1.397
H18 2.802 -4.571 1.345
O1 1.312 0.745 3.901
P1 -0.065 0.907 3.094
O2 -1.046 1.722 3.858
O3 -0.476 -0.472 2.589
O4 0.381 1.635 1.745
P2 0.591 3.292 1.594
O5 -0.862 3.810 2.080
O6 1.633 3.624 2.601
O7 0.736 3.538 0.138
H19 1.669 1.638 4.042
H20 -1.036 3.389 2.948
C17 -2.479 3.504 -1.202
C18 -3.236 2.930 -0.014
S3 -2.976 1.146 0.077
O8 -1.460 1.069 0.040
C19 -3.478 0.882 1.784
C20 -4.987 0.986 1.934
H21 -2.719 4.562 -1.305
H22 -2.749 3.002 -2.135
H23 -1.405 3.415 -1.031
H24 -4.315 3.074 -0.100
H25 -2.860 3.361 0.914
H26 -2.923 1.582 2.408
H27 -3.117 -0.117 2.026
H28 -5.355 1.987 1.709
H29 -5.261 0.760 2.965
H30 -5.502 0.274 1.285

Values from the calculation:
Total energy ... -3464.12014 Ha
Frontier orbital gap (alpha / beta) ... 7.3 / 6.9 eV
Net charge ... -1
LUMO level (alpha / beta) ... 2.3681 / 2.0415 eV
Spin multiplicity ... 2


Entry 2:
This record from OMol25 describes a structure of composition C20H30N3O6SbY. The level of theory is ωB97M-V/def2-TZVPD.

Atoms and positions in Å:
Y1 -0.299 0.457 0.036
O1 -1.913 1.162 -1.029
C1 -2.653 2.276 -0.610
C2 -2.781 2.257 0.908
N1 -1.452 2.172 1.550
C3 -0.702 3.440 1.487
C4 0.610 3.366 0.681
O2 1.252 4.377 0.527
O3 0.937 2.182 0.239
C5 -1.564 1.625 2.901
C6 -1.681 0.106 2.877
O4 -2.334 -0.452 3.776
O5 -1.079 -0.520 1.941
H1 -3.173 -2.403 2.190
H2 -2.173 3.208 -0.936
H3 -3.661 2.272 -1.039
H4 -3.341 3.122 1.286
H5 -3.332 1.353 1.184
H6 -1.315 4.233 1.060
H7 -0.429 3.774 2.489
H8 -0.652 1.852 3.460
H9 -2.407 2.039 3.462
C7 -4.134 -2.144 5.190
Sb1 -2.811 -2.882 3.742
C8 -3.294 -4.946 3.658
C9 -0.783 -2.914 4.269
H10 -4.574 -2.975 5.736
H11 -4.909 -1.573 4.685
H12 -3.583 -1.483 5.853
H13 -3.118 -5.398 4.634
H14 -2.669 -5.442 2.917
H15 -4.340 -5.077 3.386
H16 -0.481 -3.937 4.479
H17 -0.655 -2.284 5.146
H18 -0.212 -2.505 3.440
C10 3.858 -0.301 -4.760
N2 2.959 -1.025 -3.884
N3 2.392 -0.416 -2.789
C11 1.651 -1.330 -2.112
O6 0.948 -1.014 -1.094
C12 1.800 -2.558 -2.782
C13 2.619 -2.325 -3.867
C14 3.114 -3.281 -4.896
C15 2.419 1.004 -2.611
C16 3.482 1.571 -1.924
C17 3.516 2.944 -1.757
C18 2.496 3.732 -2.268
C19 1.435 3.154 -2.950
C20 1.391 1.779 -3.127
H19 4.702 0.097 -4.198
H20 3.335 0.516 -5.254
H21 4.220 -1.001 -5.506
H22 1.346 -3.492 -2.506
H23 2.694 -4.265 -4.708
H24 4.201 -3.363 -4.867
H25 2.820 -2.971 -5.899
H26 4.259 0.935 -1.517
H27 4.326 3.399 -1.203
H28 2.517 4.800 -2.111
H29 0.633 3.769 -3.335
H30 0.568 1.304 -3.649

Values from the calculation:
Total energy ... -1674.35693 Ha
Frontier orbital gap ... 9.4 eV
Net charge ... +1
LUMO level ... -1.9715 eV


Entry 3:
This record from OMol25 describes a cluster of 6 separate species, C20H30NO18 in total in a non-equilibrium geometry. The level of theory is ωB97M-V/def2-TZVPD.

Atoms and positions in Å:
N1 -0.221 0.260 -0.238
O1 -0.807 0.498 -1.348
O2 0.405 1.311 0.388
O3 -0.011 -0.885 0.258
C1 -2.566 -1.907 2.003
C2 -4.006 -1.380 1.667
C3 -5.018 -2.549 1.276
O4 -6.038 -2.517 2.206
C4 -5.867 -1.496 3.060
O5 -6.780 -1.181 3.832
O6 -4.708 -0.891 2.804
H1 -1.922 -1.241 2.432
H2 -2.203 -2.338 0.947
H3 -2.569 -2.564 2.910
H4 -3.783 -0.677 1.083
H5 -4.401 -3.206 1.423
H6 -5.357 -2.466 0.357
C5 1.930 0.406 3.730
C6 2.773 1.611 3.842
C7 3.209 2.192 2.495
O7 2.901 3.491 2.702
C8 2.190 3.722 3.941
O8 1.783 4.794 4.304
O9 2.189 2.675 4.525
H7 1.166 0.732 3.146
H8 1.551 0.036 4.599
H9 2.297 -0.598 3.209
H10 3.594 1.295 4.234
H11 2.688 1.940 1.549
H12 4.278 2.137 2.510
C9 -0.792 -2.248 -3.801
C10 -1.049 -2.799 -2.375
C11 -2.495 -2.319 -1.927
O10 -3.067 -3.414 -1.386
C12 -2.320 -4.424 -1.547
O11 -2.621 -5.533 -1.209
O12 -1.236 -4.130 -2.325
H13 0.253 -2.506 -4.371
H14 -0.853 -1.177 -3.698
H15 -1.448 -2.511 -4.762
H16 -0.414 -2.451 -1.780
H17 -3.148 -1.765 -2.687
H18 -2.393 -1.568 -1.090
C13 2.286 -0.866 -2.525
C14 3.236 -1.999 -2.675
C15 3.549 -2.377 -1.188
O13 3.353 -3.769 -1.203
C16 2.743 -4.193 -2.302
O14 2.389 -5.368 -2.532
O15 2.574 -3.186 -3.170
H19 1.898 -0.697 -3.495
H20 2.643 0.083 -2.108
H21 1.385 -1.179 -2.132
H22 4.006 -1.791 -3.325
H23 2.980 -2.044 -0.312
H24 4.602 -2.320 -0.973
C17 -0.635 5.519 0.316
C18 0.641 4.909 -0.062
C19 0.616 3.995 -1.329
O16 1.203 4.714 -2.426
C20 1.894 5.770 -1.756
O17 2.707 6.513 -2.438
O18 1.708 5.888 -0.477
H25 -0.539 6.050 1.196
H26 -1.412 4.884 0.457
H27 -0.919 5.993 -0.550
H28 1.064 4.360 0.760
H29 -0.399 3.756 -1.424
H30 1.314 2.996 -1.215

Values from the calculation:
Total energy ... -2188.91267 Ha
Frontier orbital gap ... 9.0 eV
Net charge ... -1
LUMO level ... 2.1859 eV


Entry 4:
This record from OMol25 describes a cluster of 6 separate species, C20H30NO18 in total in a non-equilibrium geometry. The level of theory is ωB97M-V/def2-TZVPD.

Atoms and positions in Å:
N1 -0.626 2.190 0.529
O1 -1.124 1.156 0.926
O2 -1.364 3.124 0.220
O3 0.558 2.442 0.691
C1 1.010 0.669 3.528
C2 -0.256 0.166 4.123
C3 -0.293 -1.365 4.115
O4 -0.653 -1.634 5.496
C4 -0.570 -0.521 6.258
O5 -0.801 -0.335 7.453
O6 -0.305 0.549 5.478
H1 0.819 1.688 3.189
H2 1.299 0.066 2.667
H3 1.846 0.699 4.226
H4 -1.176 0.467 3.621
H5 0.747 -1.650 3.961
H6 -0.910 -1.739 3.298
C5 0.960 1.144 -5.584
C6 1.811 1.725 -4.387
C7 2.506 3.076 -4.674
O7 2.123 3.904 -3.622
C8 1.155 3.269 -2.871
O8 0.588 3.806 -1.885
O9 0.973 2.030 -3.332
H7 1.451 0.912 -6.529
H8 0.136 1.809 -5.843
H9 0.688 0.212 -5.089
H10 2.500 0.924 -4.123
H11 2.120 3.480 -5.611
H12 3.589 2.961 -4.712
C9 0.359 -1.796 0.184
C10 -0.964 -2.649 0.343
C11 -1.676 -3.136 -0.946
O10 -1.678 -4.511 -0.647
C12 -1.228 -4.904 0.586
O11 -1.221 -6.097 1.022
O12 -0.627 -3.807 1.105
H13 0.182 -0.889 -0.394
H14 1.064 -2.323 -0.458
H15 0.889 -1.580 1.112
H16 -1.671 -2.125 0.987
H17 -1.097 -2.921 -1.844
H18 -2.645 -2.636 -0.940
C13 5.168 -0.885 1.012
C14 3.736 -0.596 0.384
C15 3.553 0.862 -0.196
O13 3.209 0.563 -1.522
C16 3.118 -0.789 -1.751
O14 2.799 -1.261 -2.830
O15 3.536 -1.476 -0.640
H19 5.355 -0.289 1.906
H20 5.922 -0.588 0.282
H21 5.344 -1.937 1.237
H22 2.998 -0.729 1.176
H23 4.471 1.419 -0.008
H24 2.770 1.276 0.440
C17 -4.790 2.054 -0.970
C18 -4.153 0.724 -0.407
C19 -4.350 0.527 1.132
O16 -5.212 -0.564 1.180
C20 -5.324 -1.152 -0.021
O17 -6.010 -2.133 -0.257
O18 -4.750 -0.369 -0.980
H25 -4.696 2.074 -2.056
H26 -4.146 2.872 -0.649
H27 -5.827 2.154 -0.650
H28 -3.079 0.707 -0.590
H29 -4.756 1.416 1.615
H30 -3.370 0.271 1.535

Values from the calculation:
Total energy ... -2188.94995 Ha
Frontier orbital gap (alpha / beta) ... 9.8 / 5.9 eV
LUMO level (alpha / beta) ... -1.2501 / -5.1475 eV
Spin multiplicity ... 2


Entry 5:
This record from OMol25 describes a cluster of 2 separate species, C20H30NO3 in total in a non-equilibrium geometry. The level of theory is ωB97M-V/def2-TZVPD.

Atoms and positions in Å:
C1 4.911 -3.644 1.733
C2 3.796 -2.668 1.428
O1 2.520 -3.248 1.512
C3 1.580 -2.249 1.575
C4 0.198 -2.673 1.604
C5 -0.791 -1.800 1.882
N1 -2.142 -2.056 1.765
C6 -3.120 -1.038 2.176
C7 -4.394 -1.728 2.656
O2 -4.929 -2.576 1.649
C8 -4.015 -3.592 1.258
C9 -2.681 -3.020 0.786
O3 1.858 -1.058 1.604
H1 5.894 -3.194 1.579
H2 4.857 -3.988 2.766
H3 4.834 -4.525 1.095
H4 3.807 -1.818 2.126
H5 3.882 -2.250 0.416
H6 -0.010 -3.710 1.420
H7 -0.499 -0.807 2.184
H8 -2.691 -0.394 2.953
H9 -3.332 -0.401 1.312
H10 -4.193 -2.352 3.534
H11 -5.173 -1.011 2.943
H12 -3.882 -4.262 2.113
H13 -4.501 -4.176 0.470
H14 -2.806 -2.489 -0.161
H15 -1.951 -3.813 0.607
C10 2.385 0.119 -1.904
C11 2.067 1.411 -1.260
C12 1.062 2.311 -1.576
C13 0.953 3.510 -0.775
C14 1.882 3.786 0.365
C15 -0.035 4.428 -1.045
C16 -0.943 4.246 -2.080
C17 -1.988 5.269 -2.351
C18 -0.854 3.092 -2.849
C19 0.107 2.127 -2.643
C20 0.090 0.936 -3.541
H16 3.253 -0.361 -1.442
H17 1.559 -0.589 -1.811
H18 2.621 0.251 -2.961
H19 2.703 1.679 -0.434
H20 1.676 4.761 0.815
H21 1.774 3.034 1.150
H22 2.924 3.793 0.037
H23 -0.120 5.305 -0.428
H24 -2.624 4.966 -3.184
H25 -2.626 5.414 -1.478
H26 -1.537 6.229 -2.608
H27 -1.578 2.948 -3.630
H28 -0.736 0.994 -4.253
H29 1.008 0.864 -4.126
H30 -0.048 0.017 -2.972

Values from the calculation:
Total energy ... -1060.27998 Ha
Frontier orbital gap ... 4.9 eV
Net charge ... +1
LUMO level ... -5.4563 eV


Entry 6:
This record from OMol25 describes a cluster of 2 separate species, C20H30NO5 in total. The level of theory is ωB97M-V/def2-TZVPD.

Atoms and positions in Å:
C1 -1.536 -1.252 2.170
C2 -2.818 -0.572 1.680
C3 -3.599 -1.341 0.623
C4 -2.775 -1.509 -0.660
C5 -2.044 -2.843 -0.720
C6 -1.321 -3.104 -2.035
C7 -0.232 -4.185 -1.820
C8 0.829 -3.333 -1.177
N1 0.702 -2.106 -1.483
C9 1.427 -0.920 -1.033
C10 2.540 -1.089 0.003
C11 2.469 0.193 0.838
C12 3.798 0.839 1.187
O1 4.316 1.577 0.091
C13 3.829 2.917 0.075
C14 -0.400 -1.960 -2.469
H1 -1.306 -0.872 3.165
H2 -0.679 -1.009 1.539
H3 -1.658 -2.339 2.279
H4 -2.571 0.423 1.309
H5 -3.459 -0.431 2.558
H6 -3.888 -2.319 1.030
H7 -4.498 -0.779 0.370
H8 -3.432 -1.430 -1.533
H9 -2.068 -0.672 -0.705
H10 -2.753 -3.665 -0.573
H11 -1.345 -2.891 0.120
H12 -2.016 -3.265 -2.859
H13 -0.566 -4.922 -1.088
H14 0.113 -4.672 -2.735
H15 1.600 -3.657 -0.492
H16 0.645 -0.267 -0.617
H17 1.788 -0.432 -1.941
H18 3.507 -1.118 -0.503
H19 2.417 -1.991 0.605
H20 1.865 0.036 1.729
H21 1.899 0.923 0.266
H22 4.553 0.109 1.497
H23 3.627 1.516 2.031
H24 4.105 3.350 -0.885
H25 4.299 3.505 0.870
H26 2.743 2.976 0.190
H27 0.065 -2.266 -3.411
H28 -0.804 -0.955 -2.527
C15 -1.649 3.939 -0.567
C16 -0.991 5.131 -0.159
C17 0.160 4.982 0.893
O2 0.816 5.978 1.207
C18 0.397 3.690 1.439
C19 -0.285 2.544 1.046
C20 -1.350 2.671 -0.084
O3 -1.863 1.599 -0.514
O4 -0.085 1.382 1.477
O5 -1.246 6.258 -0.586
H29 -2.431 4.002 -1.320
H30 1.163 3.625 2.209

Values from the calculation:
Total energy ... -1210.96834 Ha
Frontier orbital gap ... 3.5 eV
Net charge ... -1
LUMO level ... 0.8561 eV


Entry 7:
This record from OMol25 describes a structure of composition C20H30NO9PW in a non-equilibrium geometry. The level of theory is ωB97M-V/def2-TZVPD.

Atoms and positions in Å:
W1 -0.149 -0.993 0.917
O1 -0.430 -4.539 2.350
C1 -0.770 -3.302 2.368
O2 -1.325 -2.708 1.400
C2 -0.552 -2.526 3.645
O3 -0.250 -1.168 3.289
C3 1.028 -0.669 3.775
C4 2.140 -0.759 2.740
O4 3.265 -0.498 3.007
O5 1.738 -1.121 1.498
H1 -0.699 -5.002 1.530
H2 0.180 -2.974 4.312
H3 -1.533 -2.543 4.134
H4 1.327 -1.193 4.680
H5 0.869 0.379 4.025
O6 -2.093 -0.069 0.360
C5 -1.716 0.977 0.951
O7 -0.506 0.863 1.467
C6 -2.477 2.194 1.090
C7 -3.737 2.296 0.489
C8 -4.466 3.461 0.624
C9 -3.949 4.524 1.357
C10 -2.703 4.393 1.948
C11 -1.947 3.250 1.832
N1 -2.149 5.518 2.734
O8 -1.124 5.300 3.344
O9 -2.766 6.553 2.720
H6 -4.134 1.461 -0.073
H7 -5.439 3.551 0.163
H8 -4.495 5.449 1.477
H9 -0.981 3.197 2.312
C12 -1.660 -0.459 -2.629
C13 -0.265 -1.045 -2.833
C14 0.317 -0.573 -4.172
P1 0.884 -0.725 -1.428
C15 2.100 -2.114 -1.361
C16 2.700 -2.579 -2.688
C17 1.445 -3.314 -0.656
C18 1.716 0.910 -1.662
C19 2.944 0.815 -2.575
C20 2.097 1.616 -0.358
H10 -2.246 -0.638 -3.531
H11 -1.624 0.622 -2.475
H12 -2.188 -0.908 -1.791
H13 -0.337 -2.139 -2.857
H14 0.333 0.517 -4.228
H15 -0.330 -0.928 -4.975
H16 1.318 -0.947 -4.368
H17 2.894 -1.733 -0.714
H18 1.928 -2.923 -3.376
H19 3.358 -3.427 -2.490
H20 3.295 -1.812 -3.176
H21 1.005 -4.000 -1.381
H22 0.605 -3.038 0.006
H23 2.174 -3.859 -0.059
H24 0.949 1.499 -2.178
H25 3.736 0.231 -2.103
H26 3.334 1.821 -2.732
H27 2.723 0.394 -3.552
H28 2.766 1.005 0.251
H29 1.234 1.901 0.238
H30 2.636 2.529 -0.610

Values from the calculation:
Total energy ... -1919.85770 Ha
Frontier orbital gap (alpha / beta) ... 7.4 / 7.9 eV
Net charge ... +2
LUMO level (alpha / beta) ... -7.9221 / -7.6604 eV
Spin multiplicity ... 3


Entry 8:
This record from OMol25 describes a structure of composition C20H30NPZn in a non-equilibrium geometry. The level of theory is ωB97M-V/def2-TZVPD.

Atoms and positions in Å:
C1 -1.246 1.049 -4.013
C2 -0.204 1.762 -3.449
C3 0.185 1.511 -2.127
C4 -0.496 0.569 -1.352
C5 -1.539 -0.159 -1.927
C6 -1.899 0.064 -3.275
C7 1.237 2.468 -1.584
C8 1.354 2.611 -0.074
N1 0.028 2.582 0.718
Zn1 0.067 0.258 0.636
C9 -2.314 -1.205 -1.130
P1 -2.085 -0.888 0.667
H1 0.315 2.572 -3.960
H2 -2.689 -0.557 -3.712
H3 -1.558 1.289 -5.022
H4 -1.901 -2.216 -1.342
H5 -3.389 -1.203 -1.404
H6 2.225 2.122 -1.922
H7 1.092 3.462 -2.045
H8 1.975 1.771 0.286
C10 -2.659 -2.488 1.354
C11 -3.466 0.263 1.018
H9 1.858 3.586 0.136
C12 -1.134 3.108 -0.069
C13 0.169 3.469 1.923
H10 0.885 -0.273 2.267
H11 -1.472 4.072 0.339
H12 -0.847 3.293 -1.108
H13 -1.981 2.405 -0.048
H14 -0.416 4.400 1.768
H15 -0.201 3.018 2.856
H16 1.209 3.785 2.062
H17 -4.435 -0.244 0.908
H18 -3.358 0.629 2.049
H19 -3.443 1.130 0.349
H20 -3.638 -2.771 0.931
H21 -1.920 -3.271 1.119
H22 -2.738 -2.404 2.449
H23 0.215 0.109 2.548
C14 1.358 -1.224 -0.210
C15 2.214 -2.192 0.519
C16 3.470 -1.853 1.065
C17 4.230 -2.789 1.774
C18 3.732 -4.076 1.988
C19 2.504 -4.445 1.429
C20 1.744 -3.505 0.735
H24 1.954 -0.442 -0.725
H25 0.773 -1.775 -0.968
H26 3.845 -0.845 0.898
H27 5.198 -2.506 2.189
H28 4.301 -4.792 2.579
H29 2.125 -5.457 1.574
H30 0.767 -3.773 0.334

Values from the calculation:
Total energy ... -2955.38200 Ha
Frontier orbital gap ... 6.8 eV
LUMO level ... 0.3106 eV